A cluster of 2 separate species, C5H8Cl2 in total in a non-equilibrium geometry, computed with ωB97M-V with the def2-TZVPD basis set.

Results
- highest occupied orbital energy (Eh) = -0.3424
- HOMO-LUMO gap (eV) = 9.87
- structure (SMILES) = CC1=C[C@@]1(C)Cl.Cl
- molecular weight (g mol⁻¹) = 139.03
- energy relative to the best compared isomer or geometry (same formula, charge and spin) (kcal per mole) = 71.9
- total charge = 0

Each line ends with the Löwdin charge.
Positions of all 15 atoms, in Å:
1 C 1.16982 -0.80010 1.44619  -0.003
2 C 0.16773 0.16098 0.93080  -0.197
3 C -0.99694 0.73031 0.90651  -0.022
4 C -0.01232 1.45103 0.13424  -0.838
5 C 0.12132 1.43536 -1.39353  -0.099
6 Cl 0.40384 3.02204 0.79574  0.616
7 H 1.67449 -0.29879 2.26552  0.101
8 H 1.83470 -0.85274 0.67280  0.053
9 H 0.55511 -1.61179 1.64057  0.057
10 H -2.04652 0.67867 1.18470  0.112
11 H -0.44433 2.43206 -1.72715  0.115
12 H -0.23631 0.56927 -1.77237  0.022
13 H 1.11288 1.41540 -1.83668  0.068
14 Cl -2.00341 -3.26624 -0.18308  0.222
15 H -2.47314 -2.69080 -1.28170  -0.207

Cartesian forces, eV/Å:
-1.7 3.0 0.4
-0.1 2.2 0.1
-1.2 -1.3 -0.1
0.9 -1.6 -0.9
-0.4 4.7 1.0
0.7 1.0 0.4
-0.1 -0.4 0.5
2.0 -1.1 -1.9
-0.1 -2.2 0.9
0.3 0.1 -0.1
1.1 -2.4 0.0
-2.1 -2.6 -1.1
0.6 0.7 0.6
-0.5 0.6 -1.1
0.5 -0.6 1.1



An isolated molecule of C5H8ClFO in a non-equilibrium geometry, computed with ωB97M-V with the def2-TZVPD basis set.

Results
- highest occupied orbital energy (Eh) = -0.3650
- HOMO-LUMO gap (eV) = 10.66
- structure (SMILES) = C[C@H](O)/C(=C/Cl)CF
- molecular weight (g mol⁻¹) = 138.57
- energy relative to the best compared isomer or geometry (same formula, charge and spin) (kcal per mole) = 21.5
- total charge = 0

Each line ends with the Löwdin charge.
Positions of all 16 atoms, in Å:
1 C -0.49382 1.87331 -0.15110  -0.049
2 C -0.69049 0.38520 -0.52687  -0.355
3 O -1.92169 -0.09548 0.06451  -0.033
4 C 0.41791 -0.48043 -0.02574  -0.275
5 C 1.36987 -0.01254 0.74952  -0.448
6 Cl 2.62438 -0.98268 1.57480  0.590
7 C 0.33502 -1.94789 -0.31191  -0.142
8 F 0.10384 -2.03849 -1.70736  -0.056
9 H -1.32670 2.51064 -0.45969  0.086
10 H -0.31460 2.13228 0.89670  0.081
11 H 0.36981 2.17549 -0.71349  0.078
12 H -0.87791 0.22171 -1.56636  0.141
13 H -1.84239 0.06715 1.01229  0.096
14 H 1.41442 1.05486 1.00159  0.067
15 H -0.45316 -2.40268 0.28077  0.127
16 H 1.28552 -2.46044 -0.11767  0.093

Cartesian forces, eV/Å:
-0.2 -0.1 -0.9
-1.2 0.9 1.9
0.3 -0.1 0.1
0.5 -1.1 0.3
0.9 0.8 1.0
-0.8 0.6 -0.6
0.6 0.4 -0.9
-0.3 -0.5 0.7
0.0 -0.4 -0.2
-0.1 -0.6 0.0
0.5 0.6 -0.2
0.3 0.2 -0.8
-0.1 -0.1 0.0
0.4 -0.8 0.0
-0.3 -0.2 -0.4
-0.3 0.2 0.0